No. 1
{
  "formula": "C10H30ClMgO5",
  "method": "the ωB97M-V functional and the def2-TZVPD basis",
  "species": ["Mg", "Cl", "C", "C", "O", "H", "H", "H", "H", "H", "H", "C", "C", "O", "H", "H", "H", "H", "H", "H", "C", "C", "O", "H", "H", "H", "H", "H", "H", "C", "C", "O", "H", "H", "H", "H", "H", "H", "C", "C", "O", "H", "H", "H", "H", "H", "H"],
  "positions_angstrom": [[1.145, -0.961, -1.657], [0.242, -0.263, 0.345], [1.796, 0.887, 3.496], [2.347, -0.423, 3.987], [3.708, -0.265, 4.356], [2.487, 1.355, 2.795], [1.586, 1.596, 4.298], [0.838, 0.729, 2.999], [2.196, -1.206, 3.228], [1.785, -0.825, 4.841], [4.051, -1.112, 4.653], [-0.395, -4.098, 0.317], [-0.682, -3.304, -0.953], [0.652, -2.956, -1.509], [-0.064, -5.096, 0.013], [-1.333, -4.266, 0.848], [0.339, -3.629, 0.962], [-1.251, -2.398, -0.749], [-1.291, -3.800, -1.710], [1.001, -3.851, -1.606], [-1.512, 1.495, -3.186], [-1.669, 0.114, -2.610], [-0.549, -0.785, -2.851], [-2.483, 1.929, -3.439], [-0.857, 1.610, -4.051], [-1.162, 2.239, -2.466], [-2.562, -0.386, -3.001], [-1.941, 0.178, -1.556], [-0.667, -1.058, -3.768], [-3.400, 0.435, 1.336], [-2.795, 1.793, 1.717], [-1.969, 2.286, 0.672], [-4.131, 0.599, 0.540], [-3.956, 0.003, 2.166], [-2.581, -0.183, 0.972], [-2.171, 1.657, 2.608], [-3.540, 2.540, 1.975], [-1.233, 1.688, 0.512], [2.732, 2.230, -0.791], [1.714, 2.114, -1.917], [1.886, 0.772, -2.519], [3.687, 1.996, -1.282], [2.572, 1.503, 0.001], [2.907, 3.239, -0.425], [1.850, 2.911, -2.640], [0.719, 2.054, -1.484], [1.952, 0.913, -3.470]],
  "forces_ev_per_angstrom": [[-1.1, 0.4, 0.4], [0.4, -0.1, -0.4], [-0.4, 0.3, 0.1], [-0.3, -0.8, 0.4], [0.1, 0.1, -0.3], [0.0, 0.0, 0.0], [0.3, -0.1, 0.1], [0.1, -0.1, -0.1], [0.4, 0.2, -0.3], [-0.1, 0.4, 0.1], [0.0, 0.0, 0.1], [-0.9, -0.6, -0.9], [0.0, 0.6, 0.9], [-0.7, -0.3, -0.4], [0.2, 0.0, 0.2], [0.1, 0.1, 0.2], [-0.1, 0.2, 0.0], [0.6, 0.3, 0.1], [0.4, -0.5, 0.0], [0.8, 0.4, -0.2], [0.0, 1.3, 0.2], [-1.4, 0.0, 0.1], [-0.1, 0.3, 0.0], [-0.1, -0.4, -0.3], [-0.1, -0.5, -0.2], [0.3, -0.4, 0.2], [0.2, 0.0, -0.5], [0.9, -0.2, 0.2], [0.3, -0.2, 0.0], [-0.4, 1.1, -0.1], [0.7, -1.0, 0.4], [-0.4, 0.7, -0.5], [0.1, -0.1, -0.2], [0.3, -0.2, 0.1], [-0.2, -0.4, 0.2], [-0.1, 0.0, 0.1], [-0.1, 0.1, -0.3], [0.0, -0.2, 0.3], [1.1, -0.2, -1.2], [-0.1, -0.5, 2.0], [0.3, 0.1, -0.5], [0.1, -0.1, 0.3], [-0.2, 0.2, 0.1], [-0.6, 0.0, 0.2], [-0.2, -0.3, -0.3], [-0.1, 0.6, -0.3], [0.1, -0.3, 0.0]],
  "energy_ha": -1435.343854,
  "charge": 1,
  "e_homo_ev": -11.92,
  "homo_lumo_gap_ha": 0.296,
  "fmax_ev_per_a": 2.054,
  "de_lowest_ev": 0.710
}

No. 2
{
  "formula": "C10H30GeN3O8P3Se3TeW",
  "method": "the ωB97M-V functional and the def2-TZVPD basis",
  "species": ["W", "Se", "Se", "Te", "Se", "O", "P", "O", "O", "O", "P", "O", "O", "O", "H", "H", "C", "N", "C", "P", "O", "N", "C", "C", "N", "C", "C", "H", "H", "H", "H", "H", "H", "H", "H", "H", "H", "H", "H", "H", "H", "H", "H", "H", "H", "C", "Ge", "C", "C", "C", "H", "H", "H", "H", "H", "H", "H", "H", "H", "H"],
  "positions_angstrom": [[0.572, 0.456, -1.129], [-0.282, -1.867, -0.595], [2.812, 0.184, -1.693], [0.463, -0.131, -3.880], [-1.805, -0.790, -2.955], [2.907, 3.531, -1.133], [1.386, 3.620, -0.652], [0.907, 5.006, -0.659], [0.588, 2.578, -1.443], [1.516, 2.980, 0.846], [0.362, 2.187, 1.654], [1.220, 1.483, 2.788], [-0.677, 3.038, 2.241], [-0.113, 1.079, 0.687], [3.103, 2.589, -1.316], [1.783, 0.757, 2.425], [2.812, -3.193, 0.455], [2.171, -3.192, 1.769], [1.507, -4.426, 2.111], [2.356, -1.875, 2.744], [2.586, -0.643, 1.961], [1.063, -1.940, 3.778], [-0.264, -1.807, 3.159], [1.133, -1.180, 5.025], [3.652, -2.088, 3.795], [4.922, -1.479, 3.438], [3.785, -3.363, 4.465], [2.090, -3.498, -0.304], [3.673, -3.876, 0.448], [3.137, -2.188, 0.197], [0.723, -4.638, 1.376], [1.050, -4.356, 3.097], [2.212, -5.268, 2.111], [-0.308, -2.319, 2.202], [-0.506, -0.757, 2.968], [-1.008, -2.233, 3.837], [2.116, -1.284, 5.480], [0.380, -1.575, 5.713], [0.928, -0.119, 4.854], [4.741, -0.534, 2.933], [5.515, -2.121, 2.771], [5.506, -1.301, 4.345], [2.808, -3.723, 4.790], [4.418, -3.251, 5.351], [4.237, -4.131, 3.820], [-4.168, 2.009, -3.087], [-2.347, 2.416, -2.409], [-2.590, 3.637, -0.904], [-1.434, 3.312, -3.885], [-1.570, 0.736, -1.771], [-4.667, 2.926, -3.412], [-4.775, 1.540, -2.309], [-4.111, 1.322, -3.934], [-3.100, 4.550, -1.224], [-1.630, 3.923, -0.477], [-3.179, 3.162, -0.117], [-2.016, 4.181, -4.203], [-1.303, 2.633, -4.728], [-0.451, 3.641, -3.552], [-2.112, 0.480, -0.852]],
  "forces_ev_per_angstrom": [[-0.8, 0.6, -0.5], [0.0, -0.2, 0.0], [0.5, -0.1, 0.2], [0.1, 0.0, -0.2], [-0.2, 0.1, 0.1], [-0.1, 0.0, 0.0], [0.1, -0.1, 0.1], [0.0, 0.1, 0.0], [0.0, -0.4, 0.1], [-0.2, 0.3, 0.0], [0.0, 0.1, 0.1], [0.0, -0.1, 0.0], [0.0, 0.1, 0.0], [0.3, -0.2, 0.0], [0.1, 0.0, 0.0], [0.0, 0.0, 0.0], [0.0, 0.0, 0.1], [0.1, 0.1, -0.1], [-0.1, 0.0, 0.0], [0.0, -0.2, 0.1], [0.2, 0.1, 0.0], [-0.1, 0.0, 0.0], [0.0, 0.0, 0.0], [0.0, 0.0, 0.0], [0.1, 0.0, 0.0], [0.0, 0.0, 0.0], [0.0, 0.0, 0.0], [0.0, 0.0, 0.0], [0.0, 0.0, 0.0], [0.0, 0.0, 0.0], [0.0, 0.0, 0.0], [0.0, 0.0, 0.0], [0.0, 0.0, 0.0], [0.0, 0.0, -0.1], [0.0, 0.0, 0.0], [0.0, 0.0, 0.0], [0.0, 0.0, 0.0], [0.0, 0.0, 0.0], [0.0, 0.0, 0.0], [0.0, 0.0, 0.0], [0.0, 0.0, 0.0], [0.0, 0.0, 0.0], [0.0, 0.0, 0.0], [0.0, 0.0, 0.0], [0.0, 0.0, 0.0], [0.0, 0.0, 0.0], [0.0, -0.1, 0.0], [0.1, 0.0, 0.1], [0.1, 0.0, 0.0], [-0.1, -0.1, 0.1], [0.0, 0.0, 0.0], [0.0, 0.0, 0.0], [0.0, 0.0, 0.0], [0.0, 0.0, 0.0], [0.0, 0.0, 0.0], [0.0, 0.0, 0.0], [0.0, 0.0, 0.0], [0.0, 0.0, 0.0], [0.0, 0.0, 0.0], [0.0, 0.0, 0.0]],
  "energy_ha": -11806.105728,
  "charge": -2,
  "e_homo_ev": [-0.80, -1.26],
  "homo_lumo_gap_ha": [0.178, 0.194],
  "spin_multiplicity": 3,
  "fmax_ev_per_a": 1.117,
  "de_lowest_ev": 0.000
}

No. 3
{
  "formula": "C10H30HfO5P2SSi",
  "method": "the ωB97M-V functional and the def2-TZVPD basis",
  "species": ["Hf", "Si", "P", "P", "H", "C", "H", "H", "H", "C", "H", "H", "H", "C", "H", "H", "H", "C", "H", "H", "H", "C", "H", "H", "H", "C", "H", "H", "H", "C", "H", "H", "H", "H", "H", "C", "O", "C", "H", "H", "H", "C", "H", "H", "H", "O", "S", "O", "O", "O"],
  "positions_angstrom": [[-0.084, 0.030, 0.770], [-2.377, 0.550, -0.282], [-0.467, -2.391, 0.434], [0.351, 2.461, 0.779], [1.697, -0.114, 0.785], [0.834, -3.680, 0.780], [0.449, -4.709, 0.657], [1.182, -3.538, 1.817], [1.698, -3.530, 0.113], [-1.117, -2.939, -1.214], [-1.280, -4.032, -1.240], [-0.420, -2.661, -2.021], [-2.073, -2.418, -1.391], [-1.819, -2.961, 1.558], [-2.051, -4.029, 1.397], [-2.712, -2.344, 1.365], [-1.504, -2.803, 2.602], [2.042, 3.076, 1.232], [2.095, 4.180, 1.271], [2.764, 2.693, 0.492], [2.311, 2.654, 2.215], [0.023, 3.399, -0.783], [0.258, 4.472, -0.665], [-1.041, 3.279, -1.046], [0.633, 2.976, -1.597], [-0.721, 3.335, 2.002], [-0.527, 4.422, 2.007], [-0.528, 2.917, 3.003], [-1.774, 3.139, 1.739], [-2.486, 0.695, -2.199], [-2.129, -0.231, -2.690], [-1.851, 1.522, -2.568], [-3.522, 0.883, -2.536], [-3.460, -0.464, 0.055], [-3.050, 1.830, 0.193], [1.285, -0.242, -2.209], [0.442, 0.187, -1.400], [2.280, -1.289, -1.805], [3.194, -1.251, -2.420], [1.835, -2.295, -1.923], [2.485, -1.142, -0.723], [1.319, 0.327, -3.603], [2.278, 0.855, -3.766], [0.479, 1.021, -3.756], [1.276, -0.486, -4.352], [1.382, 1.100, 4.096], [0.760, -0.265, 3.766], [0.385, -0.846, 5.137], [-0.685, -0.050, 2.862], [1.942, -1.291, 3.063]],
  "forces_ev_per_angstrom": [[0.7, -0.9, 5.3], [-2.6, 0.8, -1.6], [-0.7, -5.0, -0.5], [0.9, 4.6, 0.2], [1.1, 0.5, -0.7], [0.2, 0.4, 0.1], [-0.1, 0.6, 0.0], [-0.1, 0.1, -0.4], [-0.3, -0.1, 0.3], [0.0, 0.2, 0.0], [0.1, 0.5, 0.1], [-0.3, -0.1, 0.3], [0.3, -0.2, 0.0], [0.0, 0.3, 0.1], [0.2, 0.5, -0.1], [0.3, -0.3, 0.1], [-0.1, 0.0, -0.4], [0.1, -0.4, 0.0], [-0.2, -0.5, -0.1], [-0.3, 0.2, 0.3], [-0.2, 0.1, -0.3], [-0.1, -0.2, -0.1], [-0.1, -0.5, 0.0], [0.4, 0.1, 0.1], [-0.2, 0.2, 0.3], [-0.2, -0.2, 0.1], [0.0, -0.5, -0.1], [0.0, 0.1, -0.4], [0.4, 0.2, 0.1], [-0.1, 0.0, -0.2], [-0.1, 0.3, 0.2], [-0.2, -0.3, 0.2], [0.5, -0.1, 0.1], [0.3, 0.1, 0.0], [0.2, -0.3, 0.0], [-0.3, 0.2, 0.2], [0.9, -0.5, -1.1], [0.0, 0.0, 0.2], [-0.4, 0.0, 0.3], [0.1, 0.4, 0.0], [0.0, -0.1, -0.5], [0.0, 0.1, 0.0], [-0.4, -0.2, 0.1], [0.3, -0.3, 0.1], [0.0, 0.3, 0.4], [-1.9, -2.5, -2.8], [4.0, -1.3, 5.4], [-0.1, 0.8, -4.5], [3.4, -0.4, -1.5], [-5.3, 3.6, 0.8]],
  "energy_ha": -2193.504553,
  "e_homo_ev": -7.91,
  "homo_lumo_gap_ha": 0.239,
  "fmax_ev_per_a": 6.864,
  "de_lowest_ev": 4.576
}

No. 4
{
  "formula": "C10H30NO12P4",
  "method": "the ωB97M-V functional and the def2-TZVPD basis",
  "species": ["O", "P", "O", "O", "P", "C", "C", "O", "C", "C", "N", "H", "H", "H", "H", "H", "H", "H", "H", "H", "H", "H", "H", "C", "O", "P", "O", "O", "C", "O", "C", "H", "H", "H", "H", "H", "H", "H", "H", "H", "C", "O", "P", "O", "O", "C", "O", "C", "H", "H", "H", "H", "H", "H", "H", "H", "H"],
  "positions_angstrom": [[6.770, -2.655, 5.095], [7.426, -1.872, 4.022], [7.996, -2.806, 2.887], [8.698, -1.100, 4.567], [6.066, -0.429, 3.181], [4.538, -1.446, 3.316], [3.293, -0.699, 2.849], [2.080, -1.226, 3.368], [2.119, -2.605, 3.689], [3.284, -3.015, 4.619], [4.244, -1.881, 4.728], [7.870, -2.440, 1.999], [8.506, -0.787, 5.464], [5.999, 0.589, 4.149], [4.694, -2.352, 2.732], [3.290, -0.585, 1.764], [3.370, 0.323, 3.234], [2.094, -3.246, 2.806], [1.195, -2.812, 4.223], [3.831, -3.814, 4.123], [2.996, -3.399, 5.592], [3.748, -1.100, 5.161], [5.112, -2.149, 5.239], [-0.599, 0.443, -2.138], [-0.293, 0.975, -0.825], [-0.013, 2.551, -0.731], [1.126, 2.868, -1.597], [0.377, 2.520, 0.851], [0.264, 1.385, 1.695], [-0.860, 3.903, -0.614], [-2.074, 3.913, 0.161], [-0.935, -0.581, -2.008], [-1.394, 1.010, -2.618], [0.296, 0.455, -2.757], [1.144, 0.751, 1.568], [-0.640, 0.814, 1.499], [0.238, 1.734, 2.727], [-1.838, 3.921, 1.225], [-2.707, 3.056, -0.070], [-2.614, 4.821, -0.091], [-4.197, 0.512, -6.949], [-5.185, -0.025, -6.044], [-5.028, 0.331, -4.482], [-3.713, -0.166, -4.051], [-6.264, -0.624, -4.044], [-7.171, -1.276, -4.935], [-5.420, 1.448, -3.390], [-6.665, 2.160, -3.529], [-4.549, 0.324, -7.960], [-4.073, 1.585, -6.812], [-3.246, 0.006, -6.796], [-6.732, -2.203, -5.304], [-7.449, -0.639, -5.770], [-8.065, -1.516, -4.363], [-7.496, 1.518, -3.237], [-6.816, 2.513, -4.549], [-6.627, 3.020, -2.867]],
  "forces_ev_per_angstrom": [[-0.5, 0.0, 0.0], [0.6, -0.8, 1.5], [-0.5, 0.6, -0.4], [-0.4, 0.2, -0.3], [0.3, 0.5, -2.0], [0.0, 0.1, 0.8], [0.0, 0.8, -0.1], [0.8, -0.2, 0.3], [-0.7, -0.3, 0.4], [0.3, -0.5, -0.6], [-1.1, -0.1, -0.3], [0.3, -0.2, -0.1], [0.3, 0.0, 0.1], [-0.2, -0.4, 0.5], [0.2, -0.1, 0.0], [-0.1, -0.4, -0.1], [-0.2, 0.1, 0.0], [0.2, 0.2, -0.2], [-0.2, 0.1, -0.1], [0.2, -0.1, 0.2], [-0.2, 0.4, 0.2], [0.2, 0.0, 0.3], [0.3, -0.1, -0.2], [0.0, -0.2, -0.2], [-2.1, 0.8, -0.6], [4.4, 0.8, 2.1], [-0.4, 0.0, -0.5], [-0.6, -0.2, 0.0], [0.3, 0.1, 0.0], [-1.7, -1.4, -0.9], [0.0, 0.1, 0.1], [-0.1, 0.0, 0.1], [0.0, -0.1, 0.0], [0.0, 0.1, 0.1], [-0.1, -0.2, 0.0], [0.0, -0.1, 0.0], [0.0, 0.1, 0.0], [0.1, 0.0, 0.0], [0.0, 0.0, 0.0], [0.1, 0.0, -0.1], [0.1, -0.1, -0.2], [-0.1, 2.6, -0.2], [-0.3, -4.8, 2.8], [0.5, 0.8, -0.3], [-0.2, 0.4, -0.4], [0.1, -0.2, 0.2], [0.1, 1.5, -2.1], [-0.1, 0.0, 0.2], [-0.1, 0.0, 0.0], [0.0, 0.0, 0.0], [0.0, 0.0, 0.1], [0.0, 0.0, -0.1], [0.0, 0.0, 0.0], [0.0, 0.0, 0.1], [0.0, -0.1, 0.0], [0.0, 0.0, 0.0], [0.1, 0.0, 0.0]],
  "energy_ha": -2721.991131,
  "charge": 1,
  "e_homo_ev": -11.69,
  "homo_lumo_gap_ha": 0.326,
  "fmax_ev_per_a": 5.607
}